{"formula": "C30H25As2F12HgN5O10", "method": "ωB97M-V/def2-TZVPD", "elements": ["Hg", "As", "F", "F", "F", "F", "F", "F", "As", "F", "F", "F", "F", "F", "F", "C", "C", "C", "C", "C", "C", "N", "O", "O", "H", "H", "H", "H", "H", "C", "C", "C", "C", "C", "C", "N", "O", "O", "H", "H", "H", "H", "H", "C", "C", "C", "C", "C", "C", "N", "O", "O", "H", "H", "H", "H", "H", "C", "C", "C", "C", "C", "C", "N", "O", "O", "H", "H", "H", "H", "H", "C", "C", "C", "C", "C", "C", "N", "O", "O", "H", "H", "H", "H", "H"], "coordinates": [[7.921174, -0.458859, 1.778504], [10.519551, -2.901606, 3.793880], [11.437869, -1.388250, 4.370060], [11.767990, -2.980705, 2.473528], [9.514332, -4.226512, 3.167483], [9.408966, -2.607431, 5.156930], [9.557939, -1.848830, 2.653441], [11.557354, -4.133485, 4.565681], [8.193046, 2.300272, 3.235334], [8.571728, 2.441463, 4.998992], [6.848744, 3.398954, 3.488138], [7.746257, 1.970028, 1.537831], [9.497749, 1.025519, 3.139791], [7.107269, 0.919745, 3.690271], [9.289402, 3.643341, 2.833553], [5.339012, -2.467680, 8.070182], [6.348866, -1.709883, 7.534466], [6.485447, -1.590508, 6.156961], [5.600879, -2.358827, 5.285492], [4.535307, -3.158923, 5.879867], [4.457177, -3.175661, 7.224326], [5.884267, -2.217415, 3.847570], [4.954600, -2.589133, 3.140449], [6.864351, -1.632497, 3.447024], [5.359340, -2.463546, 9.149992], [6.991946, -1.244061, 8.266499], [7.316968, -1.021052, 5.768782], [3.786997, -3.552633, 5.208006], [3.677305, -3.870119, 7.499875], [2.887443, 4.545683, 0.582736], [3.558116, 4.149597, 1.745010], [4.148663, 2.891921, 1.855769], [3.993537, 1.916946, 0.828571], [3.256058, 2.302753, -0.261624], [2.754120, 3.580121, -0.433301], [4.541595, 0.564769, 1.018561], [3.889757, -0.402621, 0.654449], [5.652432, 0.485477, 1.507068], [2.387150, 5.498238, 0.489196], [3.700952, 4.911899, 2.496594], [4.576613, 2.699913, 2.828593], [3.141113, 1.589687, -1.064581], [2.238406, 3.723411, -1.371332], [4.551480, -6.380998, -0.977223], [4.108186, -5.247658, -0.342947], [5.026695, -4.284235, 0.059000], [6.394243, -4.527061, 0.004851], [6.864707, -5.682610, -0.750941], [5.888663, -6.522787, -1.277720], [7.426887, -3.633452, 0.427036], [8.617731, -3.844287, 0.182719], [7.102922, -2.504203, 0.883170], [3.816317, -7.041690, -1.412453], [3.095495, -4.976507, -0.083441], [4.673828, -3.292763, 0.301601], [7.898937, -5.870756, -0.998645], [6.167819, -7.368659, -1.888448], [6.196727, -2.930820, -4.635976], [5.211570, -1.899705, -4.380331], [5.313379, -0.912847, -3.406007], [6.382264, -0.934573, -2.498462], [7.365927, -2.009269, -2.754999], [7.239821, -2.997782, -3.788867], [6.552124, 0.150294, -1.548301], [7.145365, -0.093466, -0.565183], [6.100299, 1.251088, -1.760939], [6.155347, -3.690440, -5.402568], [4.354575, -2.065205, -5.016387], [4.394921, -0.404075, -3.153054], [8.278079, -2.104901, -2.184714], [8.008564, -3.739082, -3.949813], [14.349120, 1.933813, 2.278638], [13.711982, 0.750504, 2.594228], [12.712829, 0.273154, 1.791717], [12.145820, 1.031015, 0.731002], [12.742252, 2.242552, 0.427339], [13.919646, 2.624173, 1.113332], [10.896676, 0.570921, -0.024938], [10.555482, 1.162017, -1.010201], [10.326891, -0.393217, 0.384464], [15.231159, 2.271629, 2.802364], [13.957851, 0.216251, 3.500053], [12.258767, -0.651186, 2.117045], [12.424448, 2.880719, -0.383923], [14.274206, 3.619559, 0.889973]], "forces_ev_per_a": [[0.73, -0.35, -0.32], [2.31, 0.10, -0.21], [-1.32, -2.24, -0.69], [-1.70, 0.16, 0.95], [0.67, 1.14, 0.49], [0.96, -0.51, -1.43], [0.25, -0.16, 0.70], [-1.33, 1.58, 0.09], [0.95, 1.15, 3.40], [-0.26, -0.10, -2.18], [0.76, -0.72, -0.70], [0.77, 0.24, 0.82], [-1.26, 1.13, -0.73], [0.62, 0.77, -0.60], [-1.22, -1.85, 0.06], [-0.21, -0.55, -0.40], [-0.46, 0.04, -0.23], [-0.89, -1.77, -1.42], [1.73, 1.18, 3.11], [2.38, 2.52, -3.31], [-0.36, -0.58, 1.25], [-3.25, -0.22, 0.28], [0.89, -0.10, -0.24], [0.54, -0.45, 0.92], [-0.73, -0.56, 0.08], [0.33, 0.36, -0.47], [-0.12, 0.02, -0.35], [0.11, -0.51, 0.18], [-0.10, 0.29, 1.15], [-0.19, -1.60, -0.52], [0.19, 0.39, -1.09], [-0.43, -0.51, 0.07], [-0.17, 2.08, 2.09], [0.37, -1.05, -1.03], [-0.02, 0.24, 0.65], [-0.46, -0.42, -0.70], [0.20, 0.71, -0.06], [-0.53, 0.30, 0.39], [0.25, 0.16, 0.04], [0.01, -0.32, 0.40], [0.51, -0.47, -0.23], [-0.14, -0.10, -0.10], [-0.11, 0.51, 0.09], [-0.98, 0.39, -0.54], [0.47, 0.98, 0.73], [0.77, 0.77, 0.32], [0.56, -2.90, -2.11], [-1.54, 1.04, 0.64], [0.97, -0.34, 0.38], [2.77, 3.24, -0.44], [-2.13, -0.73, 0.40], [-1.01, -1.72, -0.30], [0.06, -0.35, 0.17], [-0.32, -0.49, -0.52], [0.03, 0.00, 0.72], [0.07, 0.26, 0.39], [0.26, -0.01, -0.03], [-1.68, 1.70, 0.52], [1.00, -1.94, -1.11], [-0.69, -1.35, 0.55], [1.65, -2.98, -3.14], [-0.84, 1.07, 0.49], [0.86, 1.84, 1.90], [-1.05, 0.57, -1.76], [2.50, -1.43, 2.89], [-0.77, 0.10, -0.96], [-0.64, 0.26, -0.29], [-0.46, 0.83, 0.20], [0.20, 0.77, -0.29], [-0.02, 0.43, 0.44], [0.20, 0.04, 0.39], [-0.06, 0.59, -2.06], [0.47, 0.37, 0.20], [-2.35, -0.35, -0.61], [0.68, -0.29, 0.75], [1.10, -0.05, -0.20], [-1.31, -0.12, 1.25], [2.23, 1.28, 0.35], [0.09, 0.96, -0.65], [-1.24, -1.90, 1.37], [-0.15, 0.15, 0.26], [0.12, -0.23, -0.11], [-0.23, -0.18, -0.29], [-0.35, -0.11, 0.00], [0.49, -0.11, -0.11]], "lowdin_charge": [1.302, 0.970, -0.304, -0.295, -0.274, -0.262, -0.353, -0.275, 0.922, -0.274, -0.244, -0.281, -0.291, -0.309, -0.244, -0.054, -0.071, 0.038, -0.062, -0.011, -0.086, -0.292, 0.085, -0.051, 0.108, 0.115, 0.107, 0.113, 0.108, -0.045, -0.058, 0.017, -0.123, -0.038, -0.059, -0.295, 0.102, -0.025, 0.106, 0.111, 0.107, 0.113, 0.106, -0.072, -0.058, 0.005, -0.118, 0.041, -0.076, -0.259, 0.105, -0.059, 0.112, 0.115, 0.112, 0.117, 0.109, -0.066, -0.046, -0.017, -0.094, 0.053, -0.084, -0.348, 0.011, 0.124, 0.109, 0.100, 0.116, 0.105, 0.111, -0.054, -0.071, 0.000, -0.091, -0.018, -0.056, -0.347, 0.099, 0.025, 0.103, 0.117, 0.084, 0.112, 0.096], "e_tot_ha": -8007.3453, "de_lowest_kj_mol": 306.0, "largest_force_ev_per_a": 4.8, "orbital_gap_ev": 7.697}